Below is a 16-piece molecular cluster, H31O16 overall at a distorted geometry, with properties calculated with ωB97M-V/def2-TZVPD.

Its total charge is -1. For the LUMO energy, the calculation gives 0.0672 Ha. Its HOMO energy is -6.63 eV. As for the HOMO-LUMO gap: 8.5 eV. The calculation puts the energy above the lowest of the compared OMol25 structures with the same formula, charge and spin at 3.012 eV.

Last columns: bonded neighbours and bond lengths (Å).
Cartesian coordinates (Å):
1 O -0.52 -1.62 2.14  H2 1.108, H6 0.973
2 H -1.27 -1.45 1.34  O1 1.108
3 H 2.14 3.34 1.63  O30 0.975
4 O -1.59 -2.82 -3.48  H5 0.960, H46 0.987
5 H -2.34 -2.79 -4.08  O4 0.960
6 H 0.20 -0.98 2.04  O1 0.973
7 O -2.68 2.77 4.91  H8 0.965, H9 0.960
8 H -2.14 2.67 4.12  O7 0.965
9 H -2.72 1.88 5.27  O7 0.960
10 O -3.19 -2.64 -1.36  H11 0.964
11 H -3.55 -3.15 -0.63  O10 0.964
12 H -2.46 -1.91 -0.51  O39 1.152
13 O 0.21 6.02 -1.20  H14 0.950, H32 0.960
14 H -0.28 5.62 -1.92  O13 0.950
15 H -4.37 -0.79 -3.78  O33 0.961
16 O 2.68 -0.41 2.58  H17 0.957, H18 0.971
17 H 3.38 -0.73 3.15  O16 0.957
18 H 2.68 -0.96 1.78  O16 0.971
19 O 1.57 4.32 -2.55  H20 0.974, H21 0.976
20 H 2.02 5.13 -2.23  O19 0.974
21 H 2.46 3.92 -2.67  O19 0.976
22 O 0.48 2.30 1.01  H23 0.976, H24 0.956
23 H -0.41 1.93 1.12  O22 0.976
24 H 0.92 1.91 0.25  O22 0.956
25 O 3.88 2.28 -2.93  H26 0.964, H44 0.967
26 H 3.91 1.83 -2.08  O25 0.964
27 O 1.96 -5.62 1.56  H28 0.964, H29 0.958
28 H 1.21 -5.08 1.31  O27 0.964
29 H 2.72 -5.14 1.22  O27 0.958
30 O 2.69 4.14 1.56  H3 0.975, H31 0.965
31 H 2.78 4.17 0.60  O30 0.965
32 H 0.52 5.45 -0.49  O13 0.960
33 O -4.40 -1.75 -3.81  H15 0.961, H35 0.973
34 H 1.53 -3.80 -1.38  O45 0.960
35 H -4.26 -2.17 -2.94  O33 0.973
36 O 1.91 -2.79 1.65  H37 0.969, H38 0.991
37 H 2.03 -2.48 0.74  O36 0.969
38 H 0.93 -2.64 1.68  O36 0.991
39 O -2.30 -1.33 0.47  H12 1.152, H41 0.962
40 H -2.75 1.51 0.73  O42 0.973
41 H -3.03 -1.72 0.97  O39 0.962
42 O -2.09 1.29 1.42  H40 0.973, H43 0.982
43 H -1.86 0.34 1.28  O42 0.982
44 H 4.72 2.62 -3.29  O25 0.967
45 O 0.62 -3.62 -1.13  H34 0.960, H47 0.961
46 H -1.98 -2.76 -2.57  O4 0.987
47 H 0.04 -4.28 -1.53  O45 0.961

Below is one molecule with the formula C6H9NO at a distorted geometry, with properties calculated with ωB97M-V/def2-TZVPD.

Its total charge is 0. For the LUMO energy (spin up / spin down), the calculation gives -0.0322 / -0.0322 Ha. Its HOMO energy (spin up / spin down) is -8.16 / -8.17 eV. As for the HOMO-LUMO gap (spin up / spin down): 7.3 / 7.3 eV. The calculation puts the energy above the lowest of the compared OMol25 structures with the same formula, charge and spin at 5.540 eV.

Last columns: bonded neighbours and bond lengths (Å).
Cartesian coordinates (Å):
1 C -0.20 -1.85 -0.53  C3 1.533, H10 1.090, H11 1.090, H12 1.090
2 C 1.64 0.18 0.78  C5 1.508, H13 1.093, H14 1.092, H15 1.092
3 C -0.67 -0.41 -0.80  C1 1.533, C4 1.424, C5 1.813, O8 1.289
4 C -1.30 0.33 0.24  C3 1.424, C6 1.294
5 C 0.73 0.65 -0.34  C2 1.508, C3 1.813, N7 1.256
6 C -2.12 1.14 0.83  C4 1.294, H16 1.086, H17 1.087
7 N 0.95 1.57 -1.16  C5 1.256, H9 1.024
8 O -1.24 -0.17 -1.92  C3 1.289
9 H 1.85 2.03 -1.00  N7 1.024
10 H 0.12 -2.01 0.50  C1 1.090
11 H -1.05 -2.50 -0.74  C1 1.090
12 H 0.61 -2.08 -1.21  C1 1.090
13 H 2.36 0.96 1.03  C2 1.093
14 H 1.07 -0.08 1.67  C2 1.092
15 H 2.19 -0.71 0.47  C2 1.092
16 H -1.76 1.89 1.53  C6 1.086
17 H -3.19 1.06 0.65  C6 1.087